{"formula": "C3H10NP", "method": "the ωB97M-V functional and the def2-TZVPD basis", "species": ["P", "N", "C", "C", "C", "H", "H", "H", "H", "H", "H", "H", "H", "H", "H"], "coordinates": [[-0.2336, -0.2336, 0.2907], [1.1359, -0.9681, 0.1052], [2.3998, -0.2399, -0.0384], [-0.5849, 1.4373, -0.2839], [-1.6389, -1.3232, -0.2415], [0.0609, 1.8645, -1.0370], [-2.2947, -0.7544, -0.8869], [2.9034, 0.0026, 0.8916], [-1.6482, 1.4957, -0.5727], [-2.1581, -1.7095, 0.7594], [2.2397, 0.7113, -0.5436], [-1.2906, -2.2035, -0.8125], [-0.8638, 0.0086, 1.8414], [2.9971, -0.9607, -0.6468], [-0.8183, 1.8755, 0.6013]], "atomic_forces_ev_per_a": [[-1.6, -1.6, 2.3], [-0.7, 1.0, 0.2], [-0.4, -1.1, -0.7], [-1.1, -1.5, -2.0], [0.1, -1.1, 2.0], [0.1, 0.4, 0.3], [-0.4, 0.1, 0.2], [0.1, -0.3, 0.3], [0.3, -0.6, -1.0], [0.9, 0.9, -2.4], [0.4, 0.1, -0.4], [0.1, 0.5, 0.4], [1.2, -0.3, -2.3], [0.2, 1.1, 0.4], [0.9, 2.5, 2.7]], "nbo_charge": [1.569, -1.034, -0.410, -1.031, -0.966, 0.257, 0.231, 0.179, 0.254, 0.250, 0.160, 0.256, -0.175, 0.202, 0.258], "homo_ev": -8.26, "charge": 0}

---

{"formula": "C4H4LuO2", "method": "the ωB97M-V functional and the def2-TZVPD basis", "species": ["Lu", "O", "O", "C", "C", "C", "C", "H", "H", "H", "H"], "coordinates": [[-1.8401, -1.6223, -0.4885], [-0.9288, -0.1016, -1.7244], [-1.2042, -1.2027, 1.4589], [-0.0442, -0.6301, 1.1371], [0.9795, 0.8386, -0.5226], [0.0336, 0.6766, 0.6392], [0.1531, -0.3356, -1.0366], [2.0264, 0.5678, -0.3357], [0.8627, 1.7929, -1.0536], [-0.8960, 1.2518, 0.6013], [0.8581, -1.2355, 1.3250]], "atomic_forces_ev_per_a": [[3.0, 2.2, 0.2], [-1.7, -0.7, 0.2], [-1.1, -0.6, -0.7], [0.5, 0.8, -0.1], [0.3, -0.3, 0.5], [-0.1, -0.7, -0.2], [-0.5, -0.5, 0.2], [-0.4, 0.2, -0.1], [0.0, -0.5, 0.1], [0.3, -0.2, 0.0], [-0.4, 0.3, -0.2]], "nbo_charge": [2.211, -0.844, -0.870, 0.183, -0.484, -0.272, 0.135, 0.252, 0.262, 0.223, 0.204], "homo_ev": [-11.99, -11.99], "charge": 1}

---

{"formula": "C2H8N2", "method": "the ωB97M-V functional and the def2-TZVPD basis", "species": ["N", "N", "C", "C", "H", "H", "H", "H", "H", "H", "H", "H"], "coordinates": [[-2.4905, 0.3541, 2.2256], [4.1830, -1.1714, -3.0832], [-1.5040, -0.4287, 2.1338], [-2.5110, 1.3261, 1.1458], [-1.2869, -1.2681, 2.8173], [3.6277, -1.9770, -2.9262], [-3.2678, 2.0881, 1.3503], [-1.5065, 1.8325, 1.0969], [4.2626, -0.5379, -2.3413], [-2.6182, 0.8337, 0.2110], [-0.7946, -0.3018, 1.3375], [3.9062, -0.7496, -3.9675]], "atomic_forces_ev_per_a": [[0.4, -0.8, 0.2], [0.6, -0.4, -2.1], [-0.2, -0.4, 0.7], [1.2, 1.4, 1.0], [-0.5, 0.6, -0.1], [-0.5, -0.4, 0.5], [0.0, -0.2, -0.4], [-0.9, -0.2, 0.0], [-0.2, 0.8, 1.0], [-0.6, -0.3, -0.9], [0.6, 0.0, -0.6], [0.1, 0.1, 0.6]], "nbo_charge": [-0.378, -1.089, -0.060, -0.453, 0.174, 0.362, 0.207, 0.185, 0.364, 0.199, 0.127, 0.362], "homo_ev": -9.84, "charge": 0}

---

{"formula": "C28H57IO12S", "method": "the ωB97M-V functional and the def2-TZVPD basis", "species": ["I", "S", "O", "O", "O", "O", "O", "O", "O", "O", "O", "O", "O", "O", "C", "C", "C", "C", "C", "C", "C", "C", "C", "C", "C", "C", "C", "C", "C", "C", "C", "C", "C", "C", "C", "C", "C", "C", "C", "C", "C", "C", "H", "H", "H", "H", "H", "H", "H", "H", "H", "H", "H", "H", "H", "H", "H", "H", "H", "H", "H", "H", "H", "H", "H", "H", "H", "H", "H", "H", "H", "H", "H", "H", "H", "H", "H", "H", "H", "H", "H", "H", "H", "H", "H", "H", "H", "H", "H", "H", "H", "H", "H", "H", "H", "H", "H", "H", "H"], "coordinates": [[3.8487, -2.0491, 3.6379], [0.7670, -2.7876, 3.4748], [2.5967, 5.3934, -5.1885], [-2.6291, -7.0382, -1.9025], [1.9258, 1.9794, -0.2403], [-0.4678, -2.1512, -2.2443], [-6.1677, -10.7694, -0.2339], [4.9148, 7.0825, 6.7557], [0.6730, -2.8994, 2.0485], [-3.6341, 2.7229, -0.6908], [1.8942, -1.6605, 3.8183], [1.5821, -4.0981, 3.9142], [5.4270, 4.3490, 3.2488], [-2.4744, 5.6862, -3.9592], [-4.5388, -7.8088, -3.0909], [1.5496, -4.3858, 5.3268], [-3.4441, -7.9195, -2.0566], [7.1254, 7.7325, 7.3360], [-1.7176, 6.1669, -6.1628], [1.1009, -0.1841, 0.3119], [6.1005, 6.9092, 6.5881], [-0.5069, 7.0210, -4.0720], [3.0820, 4.4011, 3.6384], [-0.2593, -3.2551, -1.7908], [-1.6533, 6.2378, -4.6568], [6.6259, 5.8705, 5.6309], [-3.1406, 3.8014, -0.4549], [4.0811, 4.0881, 1.3000], [1.0878, 1.1221, -0.4349], [-6.9276, -10.8974, 0.6982], [1.5932, 3.3728, -4.4192], [-6.6036, -11.7969, 1.8660], [-8.2470, -10.1667, 0.7525], [4.3147, 4.2859, 2.7731], [1.1463, -3.7729, -1.5935], [-1.8821, 3.9171, 0.3759], [-0.0104, 1.3107, -1.4441], [-3.4318, -9.1785, -1.2307], [2.7555, 4.2657, -4.7792], [-1.3745, -4.1789, -1.3848], [4.1325, 3.6757, -4.5995], [-3.7304, 5.0884, -0.9684], [-4.3737, -9.2843, -0.6933], [7.2395, 6.3444, 4.8623], [2.4767, 3.4978, 3.5418], [1.9402, -0.2029, 1.0033], [-0.5381, 8.0558, -4.4170], [-5.5148, -7.8727, -2.6066], [-3.0057, 5.6032, -1.5997], [0.5338, -4.3114, 5.7150], [1.1892, -1.0102, -0.3947], [0.1695, -0.3151, 0.8637], [1.8663, -3.0262, -1.9217], [-8.3667, -9.5554, -0.1382], [0.0962, 2.2884, -1.9094], [-9.0685, -10.8823, 0.8170], [-2.3322, -3.6968, -1.5660], [1.2890, -4.6926, -2.1636], [-1.7970, 7.1718, -6.5811], [5.8056, 5.3486, 5.1511], [1.6564, 3.0902, -3.3669], [3.5055, 4.9232, 0.8965], [0.0507, 0.5303, -2.2052], [3.5051, 3.1775, 1.1262], [-2.5767, 5.5747, -6.4679], [0.6560, 3.8991, -4.5899], [-0.5646, 6.9993, -2.9856], [-1.2827, -4.4239, -0.3250], [-2.6044, -9.1474, -0.5253], [-8.2875, -9.5323, 1.6397], [-0.8015, 5.7176, -6.5515], [-0.9875, 1.2476, -0.9618], [7.7591, 8.2714, 6.6293], [-1.5672, 2.9220, 0.6809], [5.0348, 4.0198, 0.7815], [4.2374, 2.7786, -5.2122], [4.8860, 4.4045, -4.8869], [-1.3286, -5.1101, -1.9486], [4.2790, 3.3862, -3.5573], [2.2015, -3.7052, 5.8741], [6.6243, 8.4416, 7.9901], [-1.0907, 4.3893, -0.2090], [-4.6196, 4.8753, -1.5563], [1.3094, -3.9993, -0.5377], [-2.0677, 4.5242, 1.2636], [7.2506, 5.1541, 6.1689], [-7.3694, -12.5677, 1.9684], [-6.5881, -11.2178, 2.7910], [-3.3275, -10.0506, -1.8783], [7.7686, 7.0794, 7.9286], [0.4396, 6.5815, -4.3935], [-4.4524, -6.8634, -3.6207], [-4.4672, -8.6352, -3.8000], [-5.6346, -12.2646, 1.7124], [1.9048, -5.4055, 5.4329], [-3.9917, 5.7375, -0.1297], [2.4744, 5.2459, 3.3091], [3.3643, 4.5458, 4.6786], [1.6095, 2.4641, -5.0228]], "atomic_forces_ev_per_a": [[0.0, 0.2, -0.2], [0.1, 0.5, 0.0], [-0.1, 0.0, 0.0], [0.0, -0.1, 0.0], [0.0, 0.0, 0.0], [0.1, 0.1, 0.0], [0.0, 0.0, 0.0], [0.0, 0.0, 0.0], [0.0, -0.2, -0.4], [0.0, 0.0, 0.0], [0.0, -0.2, 0.3], [-0.1, -0.3, 0.2], [-0.1, -0.1, -0.2], [0.0, 0.0, 0.0], [0.1, 0.1, 0.0], [0.0, 0.0, 0.0], [-0.1, 0.0, 0.0], [-0.1, 0.0, 0.0], [-0.1, -0.1, 0.0], [0.2, 0.1, 0.1], [0.0, 0.0, 0.0], [0.0, -0.1, 0.2], [0.1, 0.0, 0.1], [0.0, 0.0, 0.1], [0.0, 0.0, 0.0], [-0.2, 0.1, 0.2], [0.0, 0.0, 0.0], [0.2, 0.0, 0.0], [0.0, 0.0, 0.0], [0.0, 0.0, 0.0], [-0.1, 0.2, 0.0], [0.1, 0.0, -0.1], [0.1, 0.0, -0.1], [-0.1, 0.0, 0.0], [0.0, 0.1, 0.0], [-0.1, -0.2, 0.0], [0.1, 0.2, -0.1], [0.2, 0.1, 0.1], [0.0, -0.1, 0.0], [0.0, 0.2, -0.1], [0.0, 0.1, 0.0], [-0.1, -0.1, 0.0], [0.0, -0.1, -0.1], [0.1, 0.0, 0.0], [0.0, 0.0, 0.0], [0.0, 0.0, 0.0], [0.0, 0.0, -0.1], [0.0, -0.1, 0.0], [0.0, 0.0, 0.0], [0.0, 0.0, 0.0], [-0.1, 0.0, 0.0], [0.0, -0.1, -0.1], [0.0, 0.0, 0.0], [0.0, 0.0, 0.0], [-0.1, 0.0, 0.0], [0.0, 0.0, 0.1], [0.0, 0.0, 0.0], [0.0, 0.0, 0.0], [0.1, 0.0, 0.0], [0.1, 0.0, 0.0], [0.1, -0.1, 0.0], [-0.1, 0.0, 0.0], [-0.1, -0.1, 0.1], [-0.1, 0.0, 0.0], [0.0, 0.0, 0.0], [0.0, 0.0, 0.0], [0.0, 0.0, 0.0], [0.0, -0.1, 0.0], [0.0, 0.0, 0.0], [0.0, 0.0, 0.0], [0.0, 0.1, 0.0], [0.0, -0.1, -0.1], [0.0, 0.0, 0.0], [0.0, 0.0, 0.0], [0.0, 0.0, 0.0], [0.0, 0.0, 0.0], [0.0, 0.0, 0.0], [0.0, 0.0, 0.1], [0.0, -0.1, 0.0], [0.0, 0.0, 0.0], [0.0, 0.0, 0.0], [0.0, 0.1, 0.1], [0.0, 0.0, 0.0], [0.0, 0.0, 0.0], [0.0, 0.1, 0.0], [0.1, 0.0, 0.0], [0.0, 0.0, 0.0], [-0.1, 0.0, 0.0], [-0.1, 0.0, 0.0], [0.0, 0.0, 0.0], [0.1, 0.1, -0.1], [0.0, 0.0, 0.0], [0.0, 0.0, 0.0], [0.0, 0.0, 0.0], [0.0, 0.0, 0.0], [0.1, 0.0, 0.0], [0.0, 0.0, 0.0], [0.0, 0.0, 0.0], [0.0, 0.0, 0.1]], "lowdin_charge": [0.967, 0.784, 0.059, 0.057, 0.045, 0.050, 0.056, 0.062, -0.405, 0.064, -0.978, -0.466, 0.049, 0.060, -0.019, -0.129, -0.489, -0.031, -0.019, -0.013, -0.503, -0.015, -0.014, -0.499, -0.501, -0.024, -0.500, -0.021, -0.483, -0.496, -0.010, -0.022, -0.022, -0.488, -0.025, -0.025, -0.014, -0.020, -0.496, -0.021, -0.021, -0.025, 0.058, 0.091, 0.085, 0.072, 0.088, 0.084, 0.058, 0.083, 0.070, 0.091, 0.078, 0.081, 0.063, 0.086, 0.086, 0.085, 0.085, 0.043, 0.071, 0.089, 0.083, 0.060, 0.082, 0.073, 0.080, 0.088, 0.082, 0.086, 0.083, 0.082, 0.082, 0.068, 0.082, 0.086, 0.081, 0.061, 0.086, 0.066, 0.078, 0.085, 0.085, 0.076, 0.084, 0.090, 0.086, 0.086, 0.091, 0.081, 0.064, 0.081, 0.085, 0.082, 0.093, 0.085, 0.087, 0.077, 0.093], "homo_ev": -9.17, "charge": 0}

---

{"formula": "C8H11N3S", "method": "the ωB97M-V functional and the def2-TZVPD basis", "species": ["S", "N", "N", "N", "C", "C", "C", "C", "C", "C", "C", "C", "H", "H", "H", "H", "H", "H", "H", "H", "H", "H", "H"], "coordinates": [[1.7829, 0.7957, -2.2918], [4.6131, -0.3431, -1.9158], [3.5540, -0.7436, -1.0353], [1.5454, -0.4613, 0.0226], [-2.5055, 0.2817, 0.8501], [-3.9412, 0.5526, 1.1769], [-0.3571, 1.0819, 0.0972], [-1.9161, -0.9737, 1.1100], [-0.6160, -1.2353, 0.7252], [0.1441, -0.1608, 0.2301], [2.3235, -0.1955, -1.0399], [-1.7067, 1.3278, 0.3850], [3.8888, -1.0147, -0.1522], [-2.0367, 2.3494, 0.3545], [4.6348, 0.6843, -1.9698], [-4.5486, 0.6067, 0.2817], [-4.1088, 1.5345, 1.6661], [-4.3759, -0.1737, 1.8584], [-0.1830, -2.2636, 0.7647], [0.2422, 1.8617, -0.2970], [-2.5961, -1.7425, 1.3754], [4.2654, -0.5817, -2.8464], [1.8977, -1.1868, 0.6505]], "atomic_forces_ev_per_a": [[0.5, -0.4, 0.1], [-1.0, 0.0, -0.1], [0.6, 0.4, -0.8], [-0.1, -0.8, 0.9], [0.5, 0.6, 0.7], [-0.5, 0.7, 0.5], [-1.5, 1.0, -0.1], [-0.4, 0.9, -1.5], [0.2, 0.0, 0.0], [1.6, -2.4, 0.4], [-1.0, 1.6, -1.4], [0.9, -1.0, 0.4], [0.7, -0.5, 1.0], [-0.4, 0.2, -0.3], [-0.2, -0.3, 0.4], [-0.2, -0.2, -0.3], [0.4, -0.4, -0.2], [0.0, -0.3, -0.1], [-0.4, 1.0, 0.1], [0.5, 0.6, -0.1], [-0.2, -0.8, 0.6], [0.2, -0.2, 0.1], [-0.3, 0.4, -0.2]], "nbo_charge": [-0.313, -0.623, -0.445, -0.593, -0.015, -0.632, -0.195, -0.213, -0.211, 0.125, 0.295, -0.195, 0.370, 0.214, 0.356, 0.223, 0.218, 0.215, 0.216, 0.241, 0.211, 0.366, 0.385], "homo_ev": -8.14, "charge": 0}

---

{"formula": "C5H8N2", "method": "the ωB97M-V functional and the def2-TZVPD basis", "species": ["N", "N", "C", "C", "C", "C", "C", "H", "H", "H", "H", "H", "H", "H", "H"], "coordinates": [[-1.5273, -0.8620, 1.0086], [-0.6919, 1.0691, 0.3045], [-0.0422, 0.0864, -0.4121], [-1.5444, 0.4390, 1.1466], [-0.5462, -1.0879, 0.0700], [2.4574, -0.2269, -0.6166], [1.1922, 0.3736, -1.2004], [-2.2633, 1.0476, 1.6732], [2.3328, -1.2449, -0.2591], [-0.3173, -2.1022, -0.2196], [1.0792, 0.1246, -2.2595], [1.2964, 1.4628, -1.2338], [3.2736, -0.2964, -1.3442], [-0.8639, 1.9905, -0.1354], [2.8871, 0.3899, 0.1750]], "atomic_forces_ev_per_a": [[0.2, 0.1, 0.5], [0.1, -0.3, -0.6], [0.6, -0.3, 0.6], [-0.9, 0.6, -0.8], [-0.3, -0.2, -0.2], [0.9, -0.2, -0.2], [-0.3, 0.7, -0.6], [0.0, -0.2, 0.3], [-0.2, 0.0, 0.2], [0.2, 0.0, 0.0], [-0.1, -0.4, 0.1], [0.0, 0.0, 0.0], [-0.2, 0.2, -0.3], [0.2, 0.2, 0.6], [-0.4, -0.1, 0.3]], "lowdin_spin": [0.001, 0.095, 0.100, 0.182, 0.022, 0.038, 0.156, 0.046, 0.001, 0.006, 0.034, 0.080, 0.012, 0.213, 0.015], "spin_multiplicity": 2, "s2": 0.75, "homo_ev": [1.22, -4.78], "charge": -1}

---

Total energy across the listed records, respectively: -516.32006; -1540.46000; -190.46079; -2699.76967; -873.87590; -304.77948 Ha.
Energy above the lowest of the compared OMol25 structures with the same formula, charge and spin across the listed records, respectively: 235.87; 0.00; 99.95; 0.00; 47.16; 39.81 kJ/mol.